(1)
A molecular structure, C5H7N in a non-equilibrium geometry. Source: the OMol25 dataset; level of theory: the ωB97M-V functional and the def2-TZVPD basis.

Computed properties:
orbital gap = 0.321 Eh
LUMO = 0.7708 eV
multiplicity = 1
HOMO level = -7.96 eV
maximum force = 2.08 eV Å⁻¹
relative energy (zero: lowest compared OMol25 entry of this formula, charge and spin) = 5.227 eV

Cartesian coordinates (Å):
C (1.2124, -0.2776, 0.5434)
C (0.6823, 0.8874, -0.2046)
C (0.4045, -0.7437, -0.5979)
C (-1.0808, -0.3967, -0.4616)
N (-1.6667, -0.4755, 0.8276)
C (-0.8022, 0.9875, -0.1648)
H (2.2736, -0.4387, 0.3646)
H (0.9284, -0.4066, 1.5816)
H (1.3338, 1.7420, -0.4460)
H (0.7695, -1.4710, -1.3233)
H (-1.7304, -0.6551, -1.2868)
H (-0.9651, -0.6495, 1.5443)
H (-1.3594, 1.8973, -0.3766)

Force components x, y, z for each atom (eV/Å):
0.2 -0.1 0.5
0.1 -0.6 -0.3
0.5 0.6 -0.5
0.0 -0.2 -0.7
0.3 2.1 0.1
-0.7 -0.4 0.9
-0.1 0.0 0.2
0.0 -0.2 0.1
-0.4 -0.7 -0.3
0.2 0.5 0.0
0.0 -0.3 -0.1
0.1 -0.1 -0.2
-0.2 -0.5 0.4

(2)
A molecular structure, C36H37NP2STi in a non-equilibrium geometry. Source: the OMol25 dataset; level of theory: the ωB97M-V functional and the def2-TZVPD basis.

Computed properties:
total charge = +2
orbital gap (alpha / beta) = 0.188 / 0.188 Eh
LUMO (alpha / beta) = -7.9154 / -7.9194 eV
multiplicity = 1
HOMO level (alpha / beta) = -13.03 / -13.03 eV
maximum force = 3.77 eV Å⁻¹
relative energy (zero: lowest compared OMol25 entry of this formula, charge and spin) = 3.563 eV

Cartesian coordinates (Å):
Ti (0.4676, 0.0835, 1.1691)
C (3.7002, -3.7602, 1.4661)
C (3.8106, -3.3178, 0.2090)
C (2.9227, -3.6797, -0.9274)
C (1.4610, -3.2401, -0.6390)
C (0.7255, -3.9093, 0.4916)
C (1.1672, -4.8569, 1.3199)
C (2.2572, -5.8165, 1.0370)
C (3.4340, -5.2339, 1.7680)
C (-0.0715, 1.2558, 2.8005)
H (4.5157, -3.4263, 2.1255)
H (4.5809, -2.5864, -0.0842)
H (2.9323, -4.7299, -1.2359)
H (3.2669, -3.1550, -1.8325)
H (1.5502, -2.1649, -0.3984)
H (0.8238, -3.2681, -1.5440)
H (-0.2077, -3.3778, 0.7558)
H (0.7489, -4.9402, 2.3332)
H (2.4382, -5.9363, -0.0337)
H (1.9841, -6.7899, 1.4531)
H (3.3061, -5.3303, 2.8524)
H (4.2995, -5.8696, 1.5590)
H (0.3681, 0.8741, 3.7404)
H (-1.1576, 1.2865, 2.9203)
H (0.2474, 2.2768, 2.5853)
P (-0.1842, 2.3318, -0.9133)
P (-1.6637, 0.7733, 0.2493)
C (-0.7988, 1.1678, -2.1562)
C (-1.7152, 0.3930, -1.5394)
C (-0.3892, 3.9592, -1.6289)
C (-0.7070, 4.0755, -2.9932)
C (-0.0449, 5.0727, -3.7036)
C (0.7024, 6.0253, -3.0022)
C (0.6077, 6.1215, -1.6069)
C (0.0012, 5.0964, -0.8946)
C (1.5584, 2.1285, -0.8133)
C (1.8275, 0.7594, -0.3751)
C (3.1872, 0.3415, -0.4782)
C (4.0661, 1.0333, -1.2939)
C (3.7508, 2.2907, -1.8298)
C (2.4918, 2.8516, -1.5847)
C (-3.0914, 1.8894, 0.3957)
C (-3.1023, 3.1716, -0.2055)
C (-4.2570, 3.6278, -0.8274)
C (-5.4453, 2.9020, -0.7051)
C (-5.4849, 1.8196, 0.1762)
C (-4.3243, 1.3484, 0.7823)
C (-1.9800, -0.9694, 1.0366)
C (-2.5916, -0.9820, 2.3103)
C (-3.4008, -2.0353, 2.6983)
C (-3.7642, -3.0229, 1.7880)
C (-3.2391, -2.9903, 0.4950)
C (-2.3451, -1.9948, 0.1272)
H (-0.4527, 1.1734, -3.1892)
H (-2.5047, -0.2132, -1.9715)
H (-1.3980, 3.3701, -3.4611)
H (-0.1037, 5.0885, -4.7892)
H (1.3216, 6.7351, -3.5409)
H (0.9999, 6.9761, -1.0640)
H (-0.1544, 5.1069, 0.1848)
H (1.0986, -0.1259, -0.6673)
H (3.4913, -0.5733, 0.0235)
H (5.0392, 0.5909, -1.4890)
H (4.4806, 2.8044, -2.4500)
H (2.2337, 3.8060, -2.0502)
H (-2.2197, 3.8138, -0.2029)
H (-4.2197, 4.5372, -1.4278)
H (-6.3318, 3.2035, -1.2672)
H (-6.4191, 1.3092, 0.3835)
H (-4.3622, 0.5586, 1.5291)
H (-2.4243, -0.1459, 2.9808)
H (-3.7496, -2.0764, 3.7283)
H (-4.4390, -3.8150, 2.1029)
H (-3.5306, -3.7828, -0.1946)
H (-1.9487, -1.9844, -0.8871)
S (2.6562, -1.4822, 4.7692)
C (2.1290, -1.3187, 3.3129)
N (1.5722, -1.1292, 2.2381)

Force components x, y, z for each atom (eV/Å):
-0.7 -0.9 3.3
3.3 -1.6 -0.7
-0.1 0.7 0.0
-0.8 -0.2 -1.2
-0.2 -0.5 -0.8
-0.2 0.9 0.7
-1.2 0.0 -0.3
-0.2 0.1 0.2
-0.1 -0.1 1.0
0.0 0.0 -0.1
-0.6 0.4 0.0
-0.5 0.1 0.6
0.1 0.2 0.2
-0.2 0.0 0.3
-0.2 0.0 0.3
0.5 -0.1 0.0
0.7 -0.1 0.2
-0.4 -0.2 -0.6
-0.1 -0.1 0.5
0.1 0.0 -0.1
-0.3 -0.1 -0.1
0.4 0.6 -0.1
0.0 0.2 -0.5
0.1 0.1 0.0
0.2 0.1 0.1
-1.2 2.2 -0.6
-0.4 -1.7 1.3
0.1 -0.5 0.4
0.4 1.0 -0.1
-0.9 0.4 -0.3
0.9 -0.1 0.1
-0.2 0.3 0.2
0.0 0.1 0.0
-0.3 0.1 -0.1
0.4 -0.8 -0.5
0.8 -2.2 -2.0
1.4 0.8 -1.3
-0.6 -0.5 -0.4
0.6 0.5 0.5
-0.3 -0.7 0.3
-0.2 -0.1 0.9
-0.4 0.6 0.9
0.3 -0.3 -0.3
-0.2 0.0 0.2
0.1 -0.2 0.0
-0.2 0.3 0.1
0.1 -0.2 -0.5
-1.4 0.8 -0.9
0.6 -0.1 -0.1
0.0 0.0 0.5
0.4 0.2 0.1
0.1 -0.4 0.0
0.0 -0.1 0.1
-0.5 -0.1 0.0
0.4 -0.2 -0.2
0.6 0.0 -0.1
0.0 0.2 0.2
-0.2 0.0 0.0
0.0 0.0 -0.2
0.6 0.0 -0.1
1.3 1.6 0.0
0.0 -0.2 -0.4
-0.1 0.2 0.1
-0.2 -0.1 0.0
0.0 -0.2 0.4
-0.4 -0.5 -0.3
-0.1 -0.1 0.3
0.3 -0.1 0.3
0.0 0.2 0.0
-0.1 -0.2 -0.5
-0.1 -0.3 0.1
-0.1 0.1 -0.3
0.1 0.1 -0.2
0.2 0.3 0.0
-0.1 -0.2 0.2
0.2 -0.1 -0.3
-1.3 0.3 -0.8
0.0 0.5 0.2

(3)
A gas-phase ion, C8H11NOP (charge +1) in a non-equilibrium geometry. Source: the OMol25 dataset; level of theory: the ωB97M-V functional and the def2-TZVPD basis.

Computed properties:
total charge = +1
orbital gap (alpha / beta) = 0.261 / 0.302 Eh
LUMO (alpha / beta) = -4.6803 / -3.5854 eV
multiplicity = 1
HOMO level (alpha / beta) = -11.79 / -11.79 eV
maximum force = 3.50 eV Å⁻¹
relative energy (zero: lowest compared OMol25 entry of this formula, charge and spin) = 5.151 eV

Cartesian coordinates (Å):
C (3.0707, -0.5056, -0.3416)
C (3.0227, 0.4477, 0.7215)
C (1.9142, -0.9983, -0.8678)
C (1.7333, 0.9483, 1.1422)
C (0.6377, -0.5736, -0.4140)
C (0.6640, 0.4107, 0.5118)
C (-0.5250, -1.0613, -1.0978)
C (-2.0643, 0.8129, 0.5189)
N (-2.7737, 1.5959, -0.5578)
O (-1.3678, -1.4205, 1.5264)
P (-1.9754, -0.9031, 0.1468)
H (3.9347, -1.0531, -0.5512)
H (3.8018, 0.7876, 1.3293)
H (1.9555, -1.7811, -1.5975)
H (1.8064, 1.5041, 2.0926)
H (-0.5879, -0.4576, -2.1547)
H (-0.5121, -2.0959, -1.4302)
H (-2.0995, 1.1568, 1.5058)
H (-2.1471, 2.0833, -1.2903)
H (-3.3660, 2.3594, -0.1702)
H (-3.3949, 0.9136, -1.0851)
H (-1.7275, -2.1700, 2.0631)

Force components x, y, z for each atom (eV/Å):
-0.5 1.3 2.4
-3.2 -0.6 -1.4
-1.1 0.1 0.5
2.6 -0.6 0.6
2.4 0.4 -0.4
-0.8 0.5 0.3
-2.3 1.1 -2.1
1.3 -0.6 -2.0
0.2 0.5 -1.0
0.6 -0.8 1.3
-1.2 -0.7 -1.4
1.6 -0.2 -0.5
1.5 0.2 0.3
0.0 -0.3 -0.4
-0.8 0.1 -0.8
-0.6 -1.2 2.5
0.2 -0.2 0.2
-0.3 0.8 1.1
-0.8 -1.1 1.4
0.3 -0.7 -0.2
0.6 1.0 0.6
0.1 0.9 -1.2

(4)
A single C20H26BrN5O2S molecule in a non-equilibrium geometry. Source: the OMol25 dataset; level of theory: the ωB97M-V functional and the def2-TZVPD basis.

Computed properties:
SMILES = CCn1c(SCC(=O)NC2CCCC2)nnc1[C@H](C)NC(=O)c1ccccc1Br
orbital gap = 0.333 Eh
LUMO = 0.5598 eV
multiplicity = 1
HOMO level = -8.51 eV
maximum force = 1.17 eV Å⁻¹
relative energy (zero: lowest compared OMol25 entry of this formula, charge and spin) = 0.074 eV

Cartesian coordinates (Å):
C (-2.0442, -4.4851, -1.3315)
C (-1.4629, -3.0995, -1.5892)
N (-1.5875, -2.2485, -0.4352)
C (-2.4997, -1.2551, -0.2389)
S (-3.7756, -0.9079, -1.3614)
C (-4.3985, 0.6553, -0.6601)
C (-3.4829, 1.8077, -1.0701)
O (-3.7403, 2.5249, -2.0131)
N (-2.3973, 1.9256, -0.2871)
C (-1.2953, 2.7962, -0.6084)
C (-0.0769, 2.0486, -1.1630)
C (1.0485, 3.0720, -1.0342)
C (0.6964, 3.9212, 0.2034)
C (-0.7217, 3.5068, 0.6194)
N (-2.2684, -0.6365, 0.8937)
N (-1.1982, -1.2194, 1.4588)
C (-0.7976, -2.1833, 0.6773)
C (0.4260, -3.0000, 0.9471)
C (0.2821, -3.8182, 2.2223)
N (1.5440, -2.0748, 1.0701)
C (1.8423, -1.2702, 0.0212)
O (1.3931, -1.4561, -1.0918)
C (2.7660, -0.1451, 0.3565)
C (2.4790, 0.6764, 1.4435)
C (3.2818, 1.7636, 1.7370)
C (4.3813, 2.0462, 0.9420)
C (4.6771, 1.2448, -0.1460)
C (3.8668, 0.1587, -0.4378)
Br (4.3208, -0.9424, -1.9159)
H (-1.9441, -5.0929, -2.2258)
H (-3.0996, -4.4088, -1.0793)
H (-1.5249, -4.9801, -0.5137)
H (-2.0015, -2.6142, -2.4071)
H (-0.4031, -3.1527, -1.8545)
H (-4.4606, 0.5293, 0.4189)
H (-5.3840, 0.7931, -1.1021)
H (-2.2422, 1.2230, 0.4337)
H (-1.6620, 3.5165, -1.3454)
H (-0.2232, 1.7097, -2.1867)
H (0.1224, 1.1749, -0.5381)
H (2.0221, 2.5937, -0.9369)
H (1.0728, 3.7006, -1.9244)
H (0.7297, 4.9817, -0.0437)
H (1.4050, 3.7492, 1.0127)
H (-1.3307, 4.3545, 0.9274)
H (-0.6858, 2.7943, 1.4460)
H (0.6292, -3.6486, 0.0878)
H (0.0318, -3.1622, 3.0528)
H (1.2106, -4.3414, 2.4375)
H (-0.5144, -4.5491, 2.1101)
H (1.8029, -1.7931, 2.0024)
H (1.6013, 0.4748, 2.0414)
H (3.0505, 2.3895, 2.5853)
H (5.0094, 2.8950, 1.1645)
H (5.5303, 1.4574, -0.7713)

Force components x, y, z for each atom (eV/Å):
0.0 0.2 -0.1
0.1 -0.5 -0.3
-0.2 0.6 0.6
0.0 0.0 0.2
-0.3 0.0 -0.3
0.2 -0.1 -0.1
-0.2 -0.2 0.4
-0.2 0.2 -0.5
0.2 0.1 0.2
0.1 0.0 -0.1
-0.1 0.2 -0.1
0.1 -0.1 -0.1
0.0 0.1 0.1
0.0 0.1 -0.1
-0.8 0.1 -0.4
0.9 -0.6 0.5
-0.2 0.1 -0.1
0.1 0.0 -0.1
0.1 0.1 -0.2
0.0 -0.4 0.2
0.2 0.0 0.2
-0.2 -0.1 -0.1
0.1 0.2 -0.2
0.1 0.0 -0.1
0.1 0.0 0.1
-0.1 0.0 0.1
0.0 -0.1 -0.1
0.0 -0.1 -0.1
0.1 0.2 0.1
0.0 -0.1 -0.1
-0.1 0.0 0.0
0.0 -0.1 0.1
0.2 0.0 0.0
-0.1 0.1 0.0
-0.1 0.0 0.0
0.1 0.0 0.0
-0.2 0.1 -0.1
0.1 0.0 0.1
0.0 -0.1 0.0
0.0 -0.1 0.0
0.1 0.0 -0.1
0.1 0.0 0.0
0.0 0.0 0.1
0.0 0.1 0.0
-0.1 0.0 0.1
0.0 0.0 0.1
-0.1 0.1 0.1
0.0 0.0 0.1
0.1 -0.1 0.0
-0.1 0.0 0.0
0.1 0.0 -0.1
-0.1 0.0 0.1
0.0 0.1 0.1
0.1 0.1 0.0
0.1 0.0 0.0

(5)
A single C24H30N4O4S2 molecule in a non-equilibrium geometry. Source: the OMol25 dataset; level of theory: the ωB97M-V functional and the def2-TZVPD basis.

Computed properties:
SMILES = CN(CCNC(=O)CN1C(=O)CSc2ccc(S(=O)(=O)N3CCCC3)cc21)Cc1ccccc1
orbital gap = 0.311 Eh
LUMO = 0.1628 eV
multiplicity = 1
HOMO level = -8.30 eV
maximum force = 1.18 eV Å⁻¹

Cartesian coordinates (Å):
C (-2.2875, 3.5387, 0.5352)
N (-1.8501, 2.6876, -0.5455)
C (-0.9273, 3.3036, -1.4675)
C (0.3186, 4.0102, -0.8780)
N (1.1173, 3.1703, -0.0084)
C (1.8837, 2.1732, -0.4678)
O (1.9820, 1.8496, -1.6343)
C (2.6585, 1.4399, 0.6440)
N (1.8098, 0.8316, 1.6563)
C (1.4891, 1.5747, 2.7487)
O (1.8283, 2.7393, 2.8519)
C (0.6657, 0.8874, 3.8100)
S (1.2498, -0.8072, 4.1078)
C (1.0052, -1.3409, 2.4438)
C (0.5018, -2.6066, 2.1720)
C (0.2024, -2.9709, 0.8714)
C (0.4279, -2.0641, -0.1468)
S (-0.1436, -2.3955, -1.8235)
O (-1.0157, -3.5289, -1.7601)
O (-0.6397, -1.1539, -2.3355)
N (1.1534, -2.8378, -2.7635)
C (2.1723, -1.8363, -3.0009)
C (3.3178, -2.1393, -2.0137)
C (3.0245, -3.5554, -1.4873)
C (1.8400, -4.0376, -2.3400)
C (0.9766, -0.8242, 0.1016)
C (1.2720, -0.4408, 1.4050)
C (-1.4876, 1.3600, -0.0978)
C (-2.6863, 0.5411, 0.3030)
C (-2.5845, -0.4155, 1.3028)
C (-3.6685, -1.2084, 1.6352)
C (-4.8730, -1.0451, 0.9744)
C (-4.9836, -0.0913, -0.0238)
C (-3.8960, 0.6928, -0.3611)
H (-2.5981, 4.5014, 0.1321)
H (-1.5117, 3.7074, 1.3007)
H (-3.1445, 3.0728, 1.0216)
H (-0.5944, 2.5362, -2.1680)
H (-1.4763, 4.0659, -2.0320)
H (0.0207, 4.8890, -0.3059)
H (0.9382, 4.3277, -1.7225)
H (1.1609, 3.3993, 0.9755)
H (3.2771, 0.6656, 0.1867)
H (3.2994, 2.1651, 1.1550)
H (0.7507, 1.4411, 4.7434)
H (-0.3854, 0.8417, 3.5106)
H (0.3200, -3.2808, 2.9941)
H (-0.2418, -3.9247, 0.6390)
H (1.7381, -0.8451, -2.8878)
H (2.5161, -1.9454, -4.0335)
H (4.2798, -2.0914, -2.5205)
H (3.3320, -1.4178, -1.1986)
H (2.7435, -3.5245, -0.4340)
H (3.8818, -4.2175, -1.5907)
H (1.1385, -4.6769, -1.8080)
H (2.1936, -4.5622, -3.2325)
H (1.1228, -0.1498, -0.7235)
H (-1.0147, 0.8344, -0.9333)
H (-0.7743, 1.3881, 0.7474)
H (-1.6440, -0.5540, 1.8196)
H (-3.5711, -1.9532, 2.4120)
H (-5.7210, -1.6615, 1.2341)
H (-5.9208, 0.0361, -0.5457)
H (-3.9678, 1.4326, -1.1429)

Force components x, y, z for each atom (eV/Å):
-0.1 -0.1 -0.1
0.1 -0.1 0.1
0.3 0.2 0.0
-0.3 -0.2 -0.4
-0.2 0.4 0.2
0.3 -0.2 0.7
0.0 -0.1 -0.5
0.2 0.2 -0.2
0.2 0.0 -0.1
-0.2 0.0 0.4
0.0 0.2 0.1
0.0 -0.4 0.1
0.0 0.1 -0.1
0.0 0.2 0.2
0.1 0.1 -0.1
0.0 -0.2 0.0
-0.2 -0.1 -0.5
-0.2 -0.2 -0.2
0.2 -0.2 0.2
0.3 0.2 0.0
-1.1 0.3 0.4
0.3 0.6 -0.1
0.1 0.0 -0.1
0.0 -0.1 0.0
0.2 -0.6 0.3
0.0 0.1 0.1
-0.2 -0.6 -0.1
0.0 0.0 -0.1
0.0 0.0 0.1
0.0 0.1 0.0
0.0 -0.1 0.1
-0.1 -0.1 0.1
-0.1 0.0 0.0
0.0 0.0 0.0
0.0 0.1 0.0
0.0 0.0 0.0
0.0 0.1 0.1
0.0 0.1 0.0
0.1 0.0 -0.1
0.1 0.0 0.0
-0.1 0.1 0.1
0.1 -0.1 0.0
-0.1 0.1 0.0
-0.1 -0.1 -0.1
0.0 0.0 -0.1
0.0 0.1 0.0
-0.1 -0.1 0.1
-0.1 -0.1 0.0
0.1 0.1 -0.1
-0.1 0.0 0.1
0.0 0.1 0.0
0.1 0.0 0.0
0.0 0.0 0.0
0.0 0.0 0.1
0.1 -0.2 -0.1
-0.1 0.0 0.1
0.0 0.2 -0.1
0.1 0.1 0.1
-0.1 -0.1 -0.1
0.1 0.0 0.1
0.0 -0.1 0.1
-0.1 0.0 0.0
-0.1 0.0 0.0
0.0 0.1 -0.1